[1]
{"formula": "C7H6O", "method": "the ωB97M-V functional and the def2-TZVPD basis", "elements": ["C", "C", "C", "C", "O", "C", "C", "C", "H", "H", "H", "H", "H", "H"], "positions_angstrom": [[1.185, -1.123, -0.849], [1.259, -0.790, 0.535], [0.140, -0.019, 0.969], [-0.306, 0.924, 1.879], [-1.248, 1.562, 1.219], [-1.391, 1.352, -0.183], [-0.568, 0.261, -0.264], [-0.157, -0.662, -1.382], [2.150, -1.492, -1.221], [2.135, -0.916, 1.178], [0.346, 1.501, 2.573], [-2.385, 1.309, -0.726], [-0.952, -1.569, -1.076], [-0.208, -0.337, -2.654]], "homo_lumo_gap_ev": 8.73, "fmax_ha_per_bohr": 0.113, "smiles": "C1=Cc2cocc2C1", "relative_energy_kcal_mol": 78.34, "homo_ev": -8.1, "charge": 0}

---

[2]
{"formula": "C3H6O2S", "method": "the ωB97M-V functional and the def2-TZVPD basis", "elements": ["O", "C", "C", "O", "C", "S", "H", "H", "H", "H", "H", "H"], "positions_angstrom": [[0.376, -1.798, 0.661], [-0.252, -0.561, 0.750], [-0.772, -0.086, -0.577], [-0.548, -0.835, -1.753], [0.382, 0.659, 0.086], [0.295, 2.255, 0.901], [1.246, -1.747, 1.068], [-0.907, -0.389, 1.591], [-1.711, 0.456, -0.657], [0.090, -1.433, -1.560], [1.372, 0.415, -0.339], [0.430, 3.064, -0.173]], "homo_lumo_gap_ev": 9.67, "fmax_ha_per_bohr": 0.088, "smiles": "O[C@@H]1[C@H](O)[C@H]1S", "relative_energy_kcal_mol": 49.67, "homo_ev": -9.0, "charge": 0}

---

[3]
{"formula": "C4H4Cl2S", "method": "the ωB97M-V functional and the def2-TZVPD basis", "elements": ["Cl", "C", "Cl", "C", "C", "C", "S", "H", "H", "H", "H"], "positions_angstrom": [[-2.144, -0.768, -1.266], [-1.158, -0.156, 0.076], [-2.160, -0.535, 1.602], [0.210, -0.897, 0.271], [1.242, 0.106, -0.196], [0.764, 1.297, -0.367], [-0.923, 1.625, -0.043], [0.192, -1.732, -0.420], [0.410, -1.117, 1.418], [2.337, 0.025, -0.313], [1.230, 2.152, -0.762]], "homo_lumo_gap_ev": 9.52, "fmax_ha_per_bohr": 0.051, "smiles": "ClC1(Cl)CC=CS1", "relative_energy_kcal_mol": 0.00, "homo_ev": -8.8, "charge": 0}